Here is C41H52GeN5P2S2SeV as an isolated structure from the Open Molecules 2025 dataset. Energies are from ωB97M-V/def2-TZVPD.

Structure (ORCA input):
```
! RIJCOSX wB97M-V def2-TZVPD def2/J DEFGRID3
* xyz 3 2
V -1.460 -0.247 0.625
C -3.270 -2.193 4.119
C -2.445 -1.782 2.954
N -2.882 -1.065 1.965
N -4.220 -0.805 1.973
C -4.583 0.004 1.037
N -5.860 0.328 0.842
S -3.387 0.765 -0.024
C -1.053 -2.218 2.812
C -0.405 -2.986 3.764
C 0.852 -3.500 3.476
C 1.401 -3.256 2.227
C 0.717 -2.436 1.350
N -0.468 -1.887 1.639
H -4.326 -2.128 3.882
H -3.029 -3.204 4.442
H -3.070 -1.514 4.954
H -6.566 -0.038 1.463
H -6.133 1.002 0.147
H -0.877 -3.198 4.712
H 1.375 -4.105 4.204
H 2.350 -3.681 1.931
H 1.124 -2.227 0.370
C 6.312 2.705 -0.762
S 5.533 3.934 0.303
C 3.936 4.076 -0.530
C 2.981 2.964 -0.111
C 1.652 3.023 -0.840
N 0.715 1.983 -0.351
P 1.009 0.451 0.265
C 2.114 -0.370 -0.889
C 3.159 -1.215 -0.508
C 3.963 -1.799 -1.474
C 3.725 -1.554 -2.821
C 2.680 -0.725 -3.206
C 1.875 -0.132 -2.246
C 1.670 0.549 1.937
C 3.017 0.548 2.295
C 3.379 0.711 3.624
C 2.406 0.878 4.602
C 1.059 0.886 4.256
C 0.701 0.718 2.930
P -0.955 2.087 -0.352
C -1.416 3.392 0.790
C -2.681 3.989 0.745
C -3.008 4.976 1.658
C -2.085 5.374 2.619
C -0.828 4.787 2.665
C -0.492 3.797 1.756
C -1.507 2.514 -2.000
C -1.692 3.859 -2.335
C -1.993 4.208 -3.643
C -2.109 3.226 -4.617
C -1.909 1.888 -4.292
C -1.606 1.534 -2.989
H 7.300 2.511 -0.348
H 6.429 3.091 -1.773
H 5.756 1.766 -0.782
H 4.098 4.078 -1.610
H 3.527 5.052 -0.264
H 2.817 3.035 0.967
H 3.459 1.998 -0.306
H 1.786 2.893 -1.916
H 1.169 3.990 -0.679
H 3.359 -1.411 0.538
H 4.782 -2.439 -1.176
H 4.360 -2.007 -3.571
H 2.499 -0.530 -4.255
H 1.072 0.527 -2.557
H 3.791 0.456 1.544
H 4.426 0.724 3.894
H 2.698 1.010 5.635
H 0.301 1.035 5.014
H -0.365 0.771 2.679
H -3.398 3.700 -0.012
H -3.981 5.448 1.613
H -2.346 6.151 3.325
H -0.105 5.109 3.402
H 0.498 3.359 1.792
H -1.603 4.632 -1.583
H -2.136 5.248 -3.901
H -2.349 3.502 -5.635
H -1.987 1.128 -5.058
H -1.426 0.492 -2.749
C -1.432 -4.555 -3.889
Ge -0.769 -4.906 -2.091
C -1.083 -6.725 -1.481
C 1.085 -4.318 -1.862
C -1.765 -3.721 -0.796
Se -1.625 -1.866 -1.367
C -3.379 -1.755 -2.196
H -0.849 -5.132 -4.606
H -1.336 -3.503 -4.166
H -2.473 -4.859 -3.994
H -0.537 -7.428 -2.111
H -2.141 -6.978 -1.536
H -0.745 -6.862 -0.454
H 1.723 -4.750 -2.633
H 1.471 -4.641 -0.894
H 1.174 -3.230 -1.939
H -1.291 -3.808 0.179
H -2.826 -3.942 -0.684
H -3.398 -2.536 -2.953
H -3.479 -0.776 -2.654
H -4.144 -1.920 -1.443
*
```

Properties
**Orbital gap (spin up / spin down)**: 0.156 / 0.189 hartree
**HOMO energy (spin up / spin down)**: -14.209 / -14.209 eV


Here is C41H52NO4P2S2Si4Tc as an isolated structure from the Open Molecules 2025 dataset. Energies are from ωB97M-V/def2-TZVPD.

Structure (ORCA input):
```
! RIJCOSX wB97M-V def2-TZVPD def2/J DEFGRID3
* xyz 1 4
Tc 0.238 0.077 -1.098
O 2.887 0.312 -4.210
C 1.828 0.277 -3.419
O 1.955 0.331 -2.159
C 0.516 0.275 -3.964
C 0.136 0.224 -5.298
C -1.214 0.224 -5.617
C -2.165 0.171 -4.598
C -1.733 0.174 -3.285
N -0.420 0.336 -2.962
C -2.489 -0.116 -2.104
O -3.769 -0.396 -2.199
O -1.889 -0.143 -1.006
H 3.693 0.245 -3.676
H 0.908 0.159 -6.052
H -1.522 0.228 -6.651
H -3.223 0.096 -4.802
H -4.105 -0.732 -1.348
S 2.244 -0.023 0.737
P 1.106 -1.416 1.622
C -0.200 -1.462 0.465
P -0.460 -2.877 -0.544
S 0.310 -2.490 -2.325
C 0.203 -4.426 0.119
C -0.279 -4.907 1.333
C 0.256 -6.065 1.869
C 1.265 -6.740 1.195
C 1.737 -6.263 -0.018
C 1.208 -5.103 -0.559
C -2.261 -3.156 -0.638
C -2.759 -3.976 -1.646
C -4.128 -4.136 -1.795
C -4.999 -3.499 -0.922
C -4.504 -2.695 0.097
C -3.134 -2.515 0.235
C 2.130 -2.800 2.195
C 3.151 -3.285 1.383
C 3.983 -4.285 1.857
C 3.812 -4.784 3.141
C 2.799 -4.295 3.953
C 1.948 -3.311 3.478
C 0.418 -0.739 3.161
C -0.903 -0.974 3.521
C -1.422 -0.389 4.666
C -0.616 0.412 5.459
C 0.716 0.617 5.122
C 1.234 0.041 3.974
H -1.072 -4.374 1.846
H -0.114 -6.441 2.813
H 1.682 -7.643 1.619
H 2.519 -6.793 -0.545
H 1.569 -4.725 -1.507
H -2.070 -4.471 -2.320
H -4.514 -4.756 -2.593
H -6.067 -3.621 -1.042
H -5.184 -2.213 0.789
H -2.736 -1.853 0.993
H 3.304 -2.859 0.399
H 4.776 -4.670 1.230
H 4.476 -5.547 3.524
H 2.673 -4.660 4.963
H 1.162 -2.920 4.111
H -1.517 -1.625 2.911
H -2.460 -0.546 4.925
H -1.028 0.872 6.348
H 1.348 1.225 5.755
H 2.271 0.180 3.697
C 3.612 2.988 -0.578
Si 2.345 3.415 0.756
C 2.865 2.787 2.459
C 1.954 5.258 0.909
Si 0.097 2.449 -0.573
Si -1.855 3.079 0.677
C -3.417 2.952 -0.402
C -1.833 4.857 1.333
C -1.961 1.844 2.105
Si 0.285 4.055 -2.423
C 1.815 3.809 -3.532
C -1.285 3.747 -3.459
C 0.202 5.916 -2.041
H 4.612 2.903 -0.147
H 3.648 3.750 -1.354
H 3.367 2.030 -1.034
H 3.571 3.487 2.914
H 3.357 1.822 2.369
H 2.024 2.679 3.142
H 2.686 5.730 1.568
H 0.967 5.441 1.327
H 2.005 5.765 -0.051
H -3.466 3.785 -1.104
H -4.324 2.979 0.205
H -3.439 2.034 -0.986
H -1.831 5.576 0.513
H -0.964 5.057 1.957
H -2.720 5.052 1.936
H -1.822 0.839 1.704
H -2.915 1.876 2.633
H -1.166 2.022 2.831
H 2.174 2.781 -3.501
H 2.644 4.452 -3.237
H 1.585 4.038 -4.573
H -1.561 2.694 -3.470
H -1.156 4.067 -4.495
H -2.130 4.301 -3.050
H 1.156 6.331 -1.723
H -0.533 6.142 -1.269
H -0.097 6.454 -2.942
*
```

Properties
**Orbital gap (spin up / spin down)**: 0.205 / 0.192 hartree
**Relative energy (zero: lowest compared OMol25 entry of this formula, charge and spin)**: 1.918 eV
**HOMO energy (spin up / spin down)**: -9.129 / -9.559 eV


Here is a 12-piece molecular cluster, C41H53N11O6S overall from the Open Molecules 2025 dataset. Energies are from ωB97M-V/def2-TZVPD.

Structure (ORCA input):
```
! RIJCOSX wB97M-V def2-TZVPD def2/J DEFGRID3
* xyz -2 1
S 0.019 0.539 0.434
O 0.179 -0.193 -0.846
O -1.340 0.974 0.520
O 0.391 -0.317 1.517
O 0.828 1.690 0.363
N 1.256 2.941 -2.326
C 0.110 2.935 -3.104
C 0.359 3.827 -4.346
C 1.765 4.256 -4.262
C 2.278 3.762 -2.958
H 1.358 2.651 -1.405
H -0.751 2.417 -2.951
H -0.377 4.021 -5.221
H 2.347 4.697 -4.970
H 3.258 3.813 -2.418
N 2.142 -1.106 -2.509
C 2.023 -0.677 -3.843
C 3.334 -0.999 -4.457
C 4.212 -1.607 -3.391
C 3.414 -1.563 -2.008
H 1.325 -0.811 -1.896
H 1.236 -0.054 -4.172
H 3.710 -0.765 -5.502
H 5.120 -2.047 -3.655
H 3.281 -1.996 -0.939
N -1.352 -1.206 -2.949
C -2.647 -0.716 -3.178
C -3.178 -1.354 -4.408
C -2.037 -2.109 -4.963
C -0.938 -2.058 -3.940
H -0.509 -0.845 -2.372
H -3.016 -0.125 -2.421
H -4.185 -0.952 -4.815
H -2.156 -2.953 -5.760
H -0.166 -2.628 -3.848
N -3.268 -1.724 0.782
C -4.049 -1.776 1.965
C -4.940 -3.022 1.741
C -4.616 -3.572 0.330
C -3.452 -2.775 -0.080
H -2.335 -1.413 0.697
H -4.005 -1.126 3.000
H -5.669 -3.285 2.376
H -5.097 -4.226 -0.244
H -2.982 -2.765 -0.882
N -1.614 2.065 2.907
C -2.624 2.933 3.304
C -2.155 3.647 4.703
C -0.748 2.995 4.971
C -0.472 1.937 3.890
H -1.753 1.565 1.918
H -3.454 2.991 2.892
H -2.560 4.427 5.334
H 0.157 3.090 5.628
H 0.174 1.234 3.519
N 2.808 -2.029 1.993
C 3.355 -3.044 1.140
C 4.767 -3.407 1.710
C 4.844 -2.502 2.944
C 3.538 -1.819 3.105
H 1.697 -1.698 1.837
H 2.966 -3.659 0.492
H 5.286 -4.340 1.477
H 5.844 -2.221 3.476
H 3.097 -1.027 3.620
N -0.133 -2.691 3.469
C -1.289 -3.369 3.187
C -1.374 -4.473 4.281
C -0.162 -4.287 5.207
C 0.492 -3.153 4.612
H 0.124 -1.725 2.825
H -1.738 -3.368 2.207
H -1.955 -5.399 4.492
H 0.086 -4.823 6.180
H 1.523 -2.549 4.777
N 0.489 -3.482 -1.067
C -0.023 -4.337 -0.017
C 0.277 -5.771 -0.418
C 1.094 -5.687 -1.630
C 1.237 -4.206 -1.980
H 0.298 -2.450 -1.026
H -0.429 -3.795 0.739
H 0.083 -6.537 0.343
H 1.691 -6.532 -2.109
H 1.866 -3.732 -2.860
N -3.601 2.107 -0.183
C -3.739 2.887 -1.401
C -5.082 3.588 -1.331
C -5.691 3.040 -0.078
C -4.827 2.141 0.511
H -2.735 1.610 0.099
H -2.905 3.055 -2.134
H -5.457 4.410 -2.121
H -6.625 3.458 0.329
H -4.841 1.511 1.393
N 3.154 2.667 0.436
C 4.280 1.868 0.620
C 5.553 2.761 0.746
C 4.997 4.088 0.442
C 3.518 4.032 0.252
H 2.121 2.233 0.463
H 4.196 0.903 1.079
H 6.457 2.433 1.039
H 5.397 4.920 0.315
H 2.883 4.650 -0.171
C -0.419 4.676 0.099
N -0.453 6.111 0.254
O -1.465 6.540 0.680
O 0.477 6.793 -0.134
H -0.936 4.240 0.934
H 0.592 4.192 0.173
H -0.987 4.508 -1.053
*
```

Properties
**Orbital gap**: 0.285 hartree
**Relative energy (zero: lowest compared OMol25 entry of this formula, charge and spin)**: 3.658 eV
**HOMO energy**: -3.358 eV


For reference, molecular weight by record: 943.5; 959.3; 828.0 u.
For reference, max |F| by record: 0.0062; 0.0632; 0.2844 hartree/bohr.